{"formula": "C4H8N2O", "method": "wB97M-V/def2-TZVPD", "homo_energy_ev": -9.13, "orbital_gap_ev": 10.1, "smiles": "NC(=O)CN1CC1", "multiplicity": 1, "charge": 0, "lumo_ev": 0.97, "symbols": ["N", "C", "O", "C", "N", "C", "C", "H", "H", "H", "H", "H", "H", "H", "H"], "coordinates": [[1.79888, -0.32038, -1.15568], [1.29037, -0.76866, 0.02825], [1.36410, -1.93690, 0.36825], [0.66328, 0.30777, 0.91374], [-0.55972, 0.94283, 0.40266], [-1.82101, 0.29149, 0.70989], [-1.30677, 0.30923, -0.67643], [2.17065, -1.00762, -1.79402], [1.60129, 0.60413, -1.50383], [0.47110, -0.16307, 1.88141], [1.40688, 1.09944, 1.06880], [-1.78061, -0.66529, 1.23164], [-2.63035, 0.95009, 1.01689], [-0.94684, -0.63688, -1.07779], [-1.72124, 0.99381, -1.41379]], "atomic_forces_ev_per_a": [[0.00, -0.08, -0.04], [0.00, -0.12, 0.02], [-0.04, 0.39, -0.12], [0.10, -0.07, 0.16], [0.15, 0.07, 0.01], [-0.20, -0.09, 0.15], [-0.07, -0.09, -0.25], [-0.09, 0.09, 0.07], [0.03, -0.10, 0.14], [0.02, 0.07, -0.13], [-0.08, -0.12, -0.04], [0.02, 0.15, -0.08], [0.14, -0.09, -0.07], [-0.05, 0.12, 0.07], [0.06, -0.13, 0.12]]}



{"formula": "C20H16Cl2N3O4RuS", "method": "wB97M-V/def2-TZVPD", "homo_energy_ev": [-8.47, -8.70], "orbital_gap_ev": [7.5, 7.2], "multiplicity": 2, "charge": 0, "lumo_ev": [-0.99, -1.47], "symbols": ["Ru", "C", "C", "C", "C", "C", "C", "N", "N", "C", "C", "C", "C", "C", "C", "H", "H", "H", "H", "H", "H", "H", "H", "H", "Cl", "C", "Cl", "H", "H", "O", "C", "C", "C", "C", "C", "C", "C", "O", "O", "H", "H", "H", "H", "H", "O", "S", "N"], "coordinates": [[-0.09897, -0.62682, 0.38505], [-2.84169, 0.58020, 5.17273], [-3.11283, 0.80219, 3.83258], [-2.12103, 0.62205, 2.87909], [-0.85600, 0.22680, 3.27956], [-0.56883, 0.01095, 4.62432], [-1.56746, 0.18442, 5.56454], [0.17357, 0.07111, 2.28106], [1.34027, 0.20960, 2.71034], [2.31699, 0.05795, 1.72329], [3.65049, 0.28939, 2.04608], [4.59007, 0.20707, 1.03405], [4.18534, -0.09564, -0.26560], [2.84872, -0.33429, -0.56622], [1.88476, -0.27481, 0.43520], [-3.61893, 0.71287, 5.91374], [-4.09832, 1.11654, 3.51584], [-2.32717, 0.80034, 1.83362], [0.42196, -0.30245, 4.91745], [-1.35125, 0.00552, 6.60949], [3.92628, 0.53433, 3.06342], [5.63612, 0.37993, 1.24831], [4.92844, -0.15438, -1.05158], [2.56432, -0.59002, -1.58163], [-0.15569, 0.26026, -2.89153], [-0.13092, 1.87589, -2.20795], [-0.28409, 1.88008, -0.41751], [-0.97822, 2.43225, -2.58964], [0.81240, 2.35213, -2.44439], [-0.08093, -4.87689, -2.26490], [0.05299, -5.39641, -1.03468], [0.09950, -6.78626, -0.91643], [0.23107, -7.36933, 0.32575], [0.32054, -6.59277, 1.48254], [0.27844, -5.22114, 1.37222], [0.14702, -4.60706, 0.12247], [0.10935, -3.14769, 0.02262], [-0.02710, -2.54146, -1.06759], [0.21659, -2.43364, 1.09416], [-0.11142, -3.90213, -2.17519], [0.02726, -7.38043, -1.81717], [0.26375, -8.44901, 0.40085], [0.42025, -7.06230, 2.45108], [0.34498, -4.58949, 2.24768], [-4.24899, 0.41273, -0.61253], [-3.50884, -0.80486, -0.28775], [-2.10318, -0.69434, 0.13809]], "atomic_forces_ev_per_a": [[-0.03, 0.02, 0.24], [0.03, -0.01, 0.01], [0.00, 0.01, -0.03], [-0.02, 0.11, -0.04], [0.07, 0.03, -0.06], [0.00, -0.09, -0.03], [-0.02, 0.01, 0.01], [-0.09, 0.00, -0.05], [0.00, 0.10, 0.02], [-0.04, 0.06, 0.00], [-0.01, 0.00, -0.01], [-0.02, -0.01, -0.02], [0.02, 0.01, 0.01], [0.01, -0.08, 0.01], [0.06, -0.02, -0.08], [0.00, 0.00, 0.00], [0.00, 0.00, 0.01], [0.01, -0.01, 0.04], [0.01, 0.00, -0.01], [-0.01, 0.00, 0.00], [0.00, 0.00, 0.00], [0.00, 0.00, 0.00], [0.00, 0.00, 0.00], [0.00, 0.00, 0.03], [0.00, 0.07, 0.15], [-0.06, 0.03, -0.12], [0.06, -0.41, -0.07], [0.00, 0.01, 0.02], [0.01, -0.01, 0.02], [0.01, 0.00, 0.01], [-0.01, 0.00, -0.02], [0.00, -0.01, 0.01], [0.00, 0.00, 0.00], [0.00, 0.00, 0.00], [0.01, 0.00, 0.01], [0.02, 0.00, -0.03], [0.02, 0.04, -0.14], [0.03, 0.33, 0.00], [-0.10, -0.04, 0.07], [0.00, 0.00, 0.00], [0.00, 0.00, 0.00], [0.00, 0.00, 0.00], [0.00, 0.00, 0.00], [0.00, 0.00, 0.00], [0.01, 0.02, -0.07], [-0.03, 0.09, 0.09], [0.06, -0.26, 0.03]]}



{"formula": "C38H58N3OPbSSi2Te", "method": "wB97M-V/def2-TZVPD", "homo_energy_ev": [-13.24, -13.24], "orbital_gap_ev": [8.2, 5.7], "multiplicity": 2, "charge": 2, "lumo_ev": [-4.99, -7.51], "symbols": ["Pb", "C", "C", "C", "C", "C", "C", "C", "H", "H", "H", "H", "H", "H", "H", "H", "C", "C", "C", "C", "C", "C", "C", "N", "C", "C", "C", "C", "C", "C", "C", "N", "C", "C", "C", "C", "H", "H", "H", "H", "H", "H", "H", "H", "H", "H", "H", "H", "H", "H", "H", "H", "H", "H", "H", "H", "H", "H", "H", "H", "O", "N", "C", "C", "C", "C", "C", "S", "H", "H", "H", "H", "C", "Si", "C", "C", "C", "Te", "C", "Si", "C", "C", "C", "H", "H", "H", "H", "H", "H", "H", "H", "H", "H", "H", "H", "H", "H", "H", "H", "H", "H", "H", "H", "H", "H"], "coordinates": [[-0.22206, -0.57180, 1.25627], [-3.25079, -0.88654, 4.12930], [-1.80521, -1.30360, 4.12459], [-1.42431, -2.58508, 3.71984], [-0.10476, -3.01030, 3.83290], [0.86179, -2.15322, 4.33858], [0.50151, -0.86658, 4.72020], [-0.81780, -0.44435, 4.61132], [-3.67117, -1.00178, 5.12973], [-3.84646, -1.50301, 3.45637], [-3.36722, 0.16228, 3.85003], [-2.18273, -3.27235, 3.36198], [0.16409, -4.01959, 3.54998], [1.88194, -2.49414, 4.45757], [1.24027, -0.20325, 5.15580], [-1.09606, 0.55024, 4.94153], [-5.62540, -3.13384, -3.24673], [-5.88052, -2.40674, -1.92766], [-6.79610, -1.20265, -2.19287], [-6.56825, -3.37240, -0.95039], [-4.59346, -1.90917, -1.28812], [-4.62403, -1.21694, -0.07695], [-3.44874, -0.78883, 0.49581], [-2.24864, -1.00152, -0.05646], [-2.19169, -1.64218, -1.23266], [-3.33933, -2.10677, -1.85774], [-0.83648, -1.81726, -1.83100], [-0.64096, -2.29727, -3.11994], [0.64318, -2.42537, -3.63744], [1.69675, -2.04711, -2.80146], [1.42719, -1.57618, -1.53639], [0.18785, -1.46117, -1.05538], [0.92160, -2.94634, -5.04027], [-0.36211, -3.29478, -5.79193], [1.67939, -1.86717, -5.82662], [1.78988, -4.20860, -4.92885], [-6.57518, -3.47259, -3.65934], [-4.99861, -4.01818, -3.11320], [-5.16223, -2.48154, -3.99017], [-7.72505, -1.54627, -2.64864], [-6.32881, -0.49080, -2.87535], [-7.05726, -0.67674, -1.27397], [-7.49553, -3.73813, -1.39191], [-6.82160, -2.88459, -0.00864], [-5.93564, -4.23409, -0.73097], [-5.55700, -1.00816, 0.42736], [-3.45048, -0.23875, 1.42807], [-3.25932, -2.63542, -2.79336], [-1.48893, -2.56261, -3.72986], [2.72441, -2.11680, -3.12935], [2.23131, -1.27233, -0.87437], [-1.01092, -2.42585, -5.92127], [-0.92686, -4.08517, -5.29309], [-0.10708, -3.65945, -6.78652], [1.09026, -0.95252, -5.91450], [1.89073, -2.22913, -6.83313], [2.63388, -1.61753, -5.36177], [1.27953, -4.99223, -4.36670], [2.74440, -4.00470, -4.44243], [2.00405, -4.59336, -5.92625], [0.83489, 1.20862, 0.13358], [0.07083, 2.21648, -0.30497], [0.45095, 2.81284, -1.45969], [-0.25018, 3.87008, -1.96583], [-1.37903, 4.31594, -1.27341], [-1.75340, 3.69061, -0.10997], [-1.02009, 2.61208, 0.40846], [-1.41993, 1.81784, 1.88151], [1.32771, 2.37397, -1.91198], [0.07439, 4.32918, -2.88755], [-1.95856, 5.14623, -1.65331], [-2.62153, 4.01178, 0.44725], [6.81380, 0.03639, 2.33147], [5.00431, 0.19352, 1.94967], [4.07543, -1.40552, 2.21098], [4.70197, 0.82978, 0.21726], [4.26924, 1.44891, 3.20095], [2.28512, 1.95019, 2.74234], [2.75253, 3.60231, 1.55106], [2.33583, 5.28664, 2.37836], [0.47654, 5.35155, 2.50218], [3.15452, 5.29088, 4.05355], [3.01632, 6.59790, 1.25172], [7.27353, -0.69165, 1.65907], [6.98717, -0.30362, 3.35362], [7.33799, 0.98413, 2.19735], [4.42849, -2.17172, 1.51759], [2.99645, -1.29541, 2.05876], [4.22641, -1.78809, 3.22310], [5.10629, 0.11224, -0.50129], [5.20851, 1.78041, 0.03643], [3.63960, 0.96198, -0.01480], [4.81820, 2.39251, 3.22121], [4.28417, 1.00931, 4.20043], [2.19623, 3.48418, 0.62016], [3.81873, 3.51252, 1.33515], [0.06148, 4.50849, 3.06208], [0.02213, 5.34579, 1.50827], [0.15399, 6.26526, 3.00519], [2.74959, 4.52609, 4.72279], [2.99241, 6.25194, 4.54656], [4.23495, 5.14672, 3.98348], [2.57415, 6.53407, 0.25526], [4.09979, 6.51593, 1.14780], [2.79881, 7.59303, 1.64458]], "atomic_forces_ev_per_a": [[0.02, -0.09, 0.14], [0.00, 0.01, -0.02], [0.01, -0.02, 0.02], [-0.03, 0.02, 0.06], [-0.02, 0.00, -0.03], [0.03, -0.01, -0.03], [-0.04, 0.05, 0.02], [0.01, -0.02, -0.01], [0.01, 0.00, 0.01], [0.00, 0.00, 0.00], [-0.01, 0.00, 0.00], [0.02, 0.00, -0.02], [-0.02, -0.01, -0.02], [0.00, 0.00, -0.01], [0.01, 0.00, 0.00], [0.00, 0.00, 0.00], [0.01, -0.03, -0.02], [0.02, -0.01, 0.01], [-0.04, 0.02, 0.00], [-0.02, 0.00, 0.01], [0.01, 0.01, -0.01], [-0.02, 0.00, 0.02], [0.04, 0.02, 0.02], [0.00, 0.02, -0.04], [0.00, -0.03, -0.03], [-0.02, 0.00, 0.02], [-0.01, 0.00, 0.01], [0.01, 0.01, 0.02], [0.00, 0.00, -0.01], [0.00, -0.01, 0.01], [-0.01, -0.01, -0.01], [0.02, 0.02, -0.06], [-0.01, -0.01, 0.02], [-0.02, -0.01, -0.01], [0.04, 0.02, -0.02], [0.02, -0.01, -0.01], [-0.01, 0.01, 0.00], [0.00, 0.00, 0.01], [0.00, 0.01, 0.00], [0.00, -0.01, 0.00], [0.01, 0.00, 0.00], [0.01, 0.00, 0.00], [0.00, 0.00, 0.00], [0.00, 0.00, 0.00], [0.01, 0.00, -0.01], [0.00, 0.00, 0.00], [-0.01, 0.01, 0.00], [0.01, 0.00, 0.00], [-0.01, 0.00, 0.00], [0.00, 0.00, -0.01], [0.00, 0.01, 0.00], [0.01, 0.01, 0.00], [0.01, 0.00, 0.01], [0.01, 0.00, 0.00], [-0.01, 0.00, 0.01], [-0.01, -0.01, 0.00], [0.00, 0.00, 0.01], [-0.01, 0.01, 0.00], [0.00, 0.00, 0.00], [-0.01, 0.00, 0.00], [0.06, -0.03, -0.02], [-0.07, 0.02, 0.06], [0.00, -0.02, 0.04], [0.02, -0.01, -0.02], [0.00, 0.02, -0.02], [-0.02, -0.02, 0.06], [0.10, 0.02, -0.14], [-0.03, -0.01, 0.00], [0.00, 0.02, -0.02], [-0.01, 0.00, 0.00], [0.00, 0.00, 0.01], [0.00, 0.00, -0.01], [0.00, -0.03, -0.04], [0.02, 0.03, -0.02], [-0.01, -0.02, 0.04], [0.00, 0.01, -0.02], [0.00, 0.04, 0.01], [-0.10, 0.00, 0.13], [0.08, 0.00, -0.10], [-0.04, -0.01, 0.05], [0.00, -0.01, 0.01], [-0.02, 0.04, 0.04], [0.01, -0.02, -0.03], [0.01, 0.00, 0.01], [-0.02, 0.00, 0.01], [-0.01, 0.01, 0.00], [0.00, -0.01, 0.00], [0.01, 0.01, -0.01], [0.01, -0.01, -0.01], [0.01, 0.01, -0.01], [0.01, 0.00, 0.00], [0.00, -0.01, 0.03], [0.06, -0.04, -0.01], [-0.04, 0.01, 0.00], [-0.02, 0.02, 0.00], [-0.02, 0.02, -0.03], [0.01, 0.00, 0.01], [0.01, 0.01, 0.00], [0.00, 0.01, 0.00], [0.00, -0.01, -0.01], [0.00, 0.00, 0.00], [0.00, 0.00, -0.02], [0.00, 0.00, 0.00], [0.00, 0.00, 0.00], [-0.01, 0.00, 0.02]]}



{"formula": "C5H14N2O", "method": "wB97M-V/def2-TZVPD", "homo_energy_ev": -7.06, "orbital_gap_ev": 8.0, "multiplicity": 1, "charge": 0, "lumo_ev": 0.99, "symbols": ["C", "C", "C", "C", "C", "N", "N", "O", "H", "H", "H", "H", "H", "H", "H", "H", "H", "H", "H", "H", "H", "H"], "coordinates": [[0.80191, -0.04724, 0.30704], [-0.39693, -0.39920, -0.41223], [0.36201, -1.39004, -1.81667], [-0.24659, 1.16559, 1.51749], [-1.37338, -1.35878, 0.22936], [1.73539, 0.77883, -0.30539], [0.45336, 2.44092, 1.43740], [-0.53395, -1.30633, -2.89407], [-1.35821, -1.74090, -2.64894], [1.25997, -0.86500, 0.86554], [-0.84919, 0.42412, -0.95901], [2.54167, 0.96425, 0.27535], [1.30367, 1.67637, -0.55396], [1.00645, 2.65036, 2.26546], [-0.21341, 3.19109, 1.28909], [0.53061, -2.41872, -1.47912], [1.29466, -0.93246, -2.13714], [-0.11956, 0.64513, 2.47004], [-1.31608, 1.35032, 1.37400], [-0.84563, -2.13692, 0.78167], [-2.04190, -0.84490, 0.91811], [-1.99487, -1.84650, -0.52402]], "atomic_forces_ev_per_a": [[-2.21, 2.72, 3.17], [2.00, -3.74, -4.68], [-1.93, 1.76, 1.78], [2.32, -0.89, 0.34], [0.12, 0.43, 0.11], [0.19, 0.32, -0.80], [-0.46, 0.02, 0.32], [-0.15, -0.37, -0.50], [0.11, 0.03, -0.04], [-0.19, 0.19, 0.19], [-0.05, 0.06, 0.06], [-0.12, 0.05, 0.02], [0.43, -0.40, 0.18], [-0.19, -0.02, -0.30], [0.30, -0.01, 0.14], [-0.06, 0.05, 0.14], [-0.12, 0.10, 0.22], [-0.08, 0.34, 0.15], [0.21, -0.63, -0.64], [0.02, -0.02, 0.02], [-0.10, -0.04, 0.13], [-0.04, 0.04, 0.00]]}



Computed ΔE to the lowest compared entry with this formula, charge and spin (kJ/mol) in order:
185.7 43.8 0.0 411.8
Computed strongest force on any atom (eV Å⁻¹) in order:
0.4 0.4 0.2 6.3